Formula: C7H13ClFN2
Source: the OMol25 dataset
Level of theory: ωB97M-V with the def2-TZVPD basis set

Properties
* lowest unoccupied orbital energy: -0.105 Eh
* E_HOMO: -14.34 eV
* energy: -25680.9602 eV
* structure (SMILES): F[C@]12CC[N@+](CCl)(CC1)NC2
* net charge: +1

The geometry in XYZ format:
```
24
Properties=species:S:1:pos:R:3:forces:R:3:mulliken_charge:R:1
H -1.433 -2.266 -1.181 -0.99 1.53 -0.68 0.389
H -2.641 -1.125 -0.402 -0.19 -0.24 0.63 0.384
H 2.031 1.244 -0.916 0.90 0.82 -0.94 0.408
H -1.730 1.358 -0.476 -0.66 0.25 -1.35 0.403
C 0.521 -0.206 -1.382 1.37 -1.16 1.80 -0.538
H 1.464 -1.201 1.884 0.88 -0.62 0.36 0.509
H 0.112 -0.190 2.425 0.35 -0.55 0.04 0.322
N -0.591 -0.464 -0.388 -1.69 -1.23 -3.44 0.292
F 2.304 1.151 1.505 0.64 0.95 1.03 -0.421
H 0.237 2.415 0.048 -0.08 0.02 1.64 0.302
H 2.538 -0.318 -0.315 0.70 -0.99 -0.49 0.415
C 0.677 -0.573 1.559 -0.15 2.00 1.11 -0.922
C 0.015 1.631 0.839 0.77 1.15 -4.16 -0.799
H 0.151 -2.118 0.337 1.09 -1.92 -0.93 0.320
H -1.606 0.438 1.107 -0.11 0.49 -2.56 0.396
C 1.717 0.312 -0.532 -2.35 1.37 0.42 -0.832
C 1.214 0.729 0.853 -0.93 -2.90 0.30 0.826
C -1.840 -1.198 -1.107 1.88 -0.56 0.57 -0.247
Cl -2.429 -0.345 -2.540 0.76 -0.70 0.41 -0.082
H 0.781 -1.182 -1.746 -0.02 -0.42 -0.75 0.381
C -1.075 0.776 0.096 -0.88 0.33 7.39 -0.696
N -0.224 -1.308 0.711 -1.41 1.87 -0.17 -0.589
H 0.185 0.446 -2.162 -0.22 0.32 -0.24 0.403
H -0.379 1.994 1.780 0.36 0.19 0.02 0.378
```
Forces are in eV/Å.

Formula: C7H13ClN2O3S
Source: the OMol25 dataset
Level of theory: ωB97M-V with the def2-TZVPD basis set

Properties
* lowest unoccupied orbital energy: -0.030 Eh
* E_HOMO: -6.26 eV
* energy: -39945.1768 eV

The geometry in XYZ format:
```
27
Properties=species:S:1:pos:R:3:forces:R:3:mulliken_charge:R:1
C 0.045 0.099 1.494 -0.17 -0.19 0.41 -0.148
H 2.690 1.615 -0.328 0.13 0.15 -0.44 0.094
C 0.476 -0.826 -1.555 0.47 -0.42 0.80 0.599
H 0.773 0.678 -4.497 0.40 -0.44 1.23 0.365
H -1.496 -1.141 -0.638 1.21 -0.39 -0.07 0.254
C 1.864 -0.442 -1.485 -3.99 -0.50 -1.32 -0.667
O -1.630 0.269 4.097 -0.73 -0.49 -2.33 -0.548
Cl -4.167 0.248 2.690 0.72 0.02 -0.30 -0.244
C -0.445 -1.564 -0.542 -0.08 0.28 0.07 -0.606
N 2.053 0.228 -2.719 -1.47 -0.62 -0.09 -0.011
C 0.911 0.232 -3.484 -0.38 -0.67 1.06 -0.249
H -0.542 -2.656 -0.838 0.30 1.20 0.44 0.351
H -1.076 1.942 1.099 -0.57 -1.03 0.82 0.407
N -0.100 -0.435 -2.791 4.36 1.36 0.39 -0.101
H 0.359 0.053 2.581 -0.32 0.09 -1.23 0.503
C -1.327 0.880 1.409 0.54 0.29 -1.23 -0.816
C 0.000 -1.394 0.967 0.45 0.22 -0.07 -0.841
S -2.242 1.011 2.995 1.03 2.44 3.97 1.114
O -2.424 2.411 3.411 -0.23 -1.84 -2.04 -0.566
O 2.678 1.931 0.576 -0.54 -0.62 0.04 -0.987
H 0.838 0.745 0.983 -0.57 -0.63 0.46 0.068
H 1.051 -1.803 1.098 -1.24 0.33 -0.13 0.307
H -0.689 -2.008 1.608 0.64 0.50 -0.62 0.344
H 2.563 -0.640 -0.639 -0.43 0.79 -1.10 0.515
H 2.934 0.667 -3.002 -0.57 -0.14 0.14 0.264
H -2.045 0.501 0.630 0.59 0.19 0.93 0.344
H -1.049 -0.601 -3.118 0.47 0.14 0.23 0.254
```
Forces are in eV/Å.

Formula: C7H13F6NO6PS2
Source: the OMol25 dataset
Level of theory: ωB97M-V with the def2-TZVPD basis set

Properties
* lowest unoccupied orbital energy: 0.114 Eh
* E_HOMO: -6.67 eV
* energy: -68507.6764 eV
* net charge: -1

The geometry in XYZ format:
```
36
Properties=species:S:1:pos:R:3:forces:R:3:mulliken_charge:R:1
F 2.300 -3.395 -1.493 0.20 -0.14 -0.12 -0.230
P -3.577 -0.650 1.196 -0.08 -0.15 -0.02 -0.117
H -1.160 -0.656 1.826 -0.10 -0.07 -0.03 -0.416
C -1.183 2.197 1.756 -0.07 0.07 -0.08 -1.549
C -0.939 0.835 -0.392 0.03 0.15 -0.11 -0.893
H -0.061 0.500 0.166 -0.35 0.07 -0.15 -0.077
H -3.876 1.236 -0.169 -0.01 -0.05 0.11 0.385
H -0.552 1.387 -1.255 -0.05 -0.05 0.14 0.401
O 1.518 -0.541 0.830 0.19 -0.12 0.29 -0.669
O -0.706 -2.916 2.646 -0.44 0.13 0.23 -0.370
C -3.262 1.112 0.733 -0.05 0.27 0.07 -1.232
H -3.141 -1.278 0.013 0.11 0.02 -0.10 0.001
F 3.301 2.180 -4.024 0.09 0.24 -0.08 -0.236
F 1.352 -3.425 0.451 0.05 -0.27 0.19 -0.269
H -0.294 2.788 1.509 -0.06 -0.15 0.02 0.358
S 3.132 0.978 -1.724 -0.13 -0.24 -0.19 0.960
H -2.064 2.633 -0.115 -0.07 -0.14 0.12 0.370
N 2.531 -0.466 -1.495 0.14 0.17 0.35 -0.289
H -0.191 -2.954 1.833 0.23 0.03 -0.17 0.356
C -2.083 -1.104 2.200 0.16 -0.15 0.24 0.462
H -1.453 -0.049 -0.782 0.03 0.06 0.04 0.307
F 3.523 0.041 -4.170 0.15 -0.21 -0.10 -0.241
H -3.761 1.705 1.512 0.04 0.00 -0.15 0.486
O 3.708 -1.592 0.460 0.06 -0.01 0.04 -0.621
F 1.572 0.903 -3.861 -0.27 -0.03 -0.03 -0.229
O -1.994 -2.526 2.135 0.07 0.07 -0.07 -0.280
O 4.553 1.069 -1.559 0.07 0.01 0.01 -0.657
H -0.861 1.369 2.394 -0.04 0.07 -0.08 0.291
H -2.260 -0.789 3.238 0.20 0.03 -0.09 0.313
O 2.322 2.046 -1.213 -0.05 0.09 0.05 -0.611
H -1.856 2.841 2.339 0.09 -0.12 -0.08 0.443
S 2.458 -1.143 -0.076 0.01 -0.14 -0.48 0.888
C -1.867 1.718 0.465 0.12 0.13 -0.03 0.850
F 0.416 -2.395 -1.186 -0.22 0.08 -0.16 -0.223
C 2.860 1.012 -3.550 0.04 0.04 0.24 0.675
C 1.594 -2.673 -0.637 -0.08 0.32 0.15 0.664
```
Forces are in eV/Å.

Formula: C7H13IN3O3
Source: the OMol25 dataset
Level of theory: ωB97M-V with the def2-TZVPD basis set

Properties
* lowest unoccupied orbital energy: -0.148 Eh
* E_HOMO: -13.42 eV
* energy: -26175.4327 eV
* structure (SMILES): O=C(I)CN1COCN/C1=[NH+]/CCO
* net charge: +1

The geometry in XYZ format:
```
27
Properties=species:S:1:pos:R:3:forces:R:3:mulliken_charge:R:1
H 2.864 -1.085 -0.321 -0.07 -0.09 -0.07 0.384
O 1.159 2.260 -0.650 0.06 -0.02 -0.03 -0.395
C 0.121 0.323 0.534 -0.33 -0.19 -0.37 -0.252
N 0.428 1.362 1.430 -0.11 -0.02 -0.31 -0.352
H 1.534 -2.088 -0.941 -0.09 0.14 0.11 0.405
H -0.285 3.115 0.479 0.16 -0.06 0.00 0.270
C -3.099 -0.667 -0.846 0.01 0.12 -0.03 -0.535
H -1.676 0.159 1.298 0.07 0.00 -0.01 0.338
H -2.814 0.582 -2.338 -0.11 -0.07 0.02 0.311
O 2.112 -1.254 2.153 -0.21 0.11 -0.25 -0.433
C -1.660 -1.071 -0.458 0.04 -0.18 -0.30 -0.203
H -3.451 0.140 -0.186 -0.03 -0.14 0.00 0.258
C 1.951 1.116 -0.660 -0.05 0.00 0.01 -0.566
C 1.659 -1.839 1.221 0.12 -0.16 0.50 0.262
H 1.279 1.101 1.926 -0.04 0.02 0.02 0.409
H -1.029 -1.017 -1.351 -0.06 -0.05 0.17 0.383
H 2.382 1.001 -1.656 -0.08 0.02 0.13 0.401
H 1.352 3.228 1.198 -0.02 -0.10 -0.04 0.360
H 2.754 1.154 0.093 -0.09 -0.02 -0.05 0.457
I 0.572 -3.657 1.495 0.13 0.09 -0.09 0.139
C 0.658 2.590 0.645 -0.04 0.02 0.01 -0.332
H -1.612 -2.089 -0.066 -0.02 0.11 0.01 0.126
N 1.050 -0.063 -0.412 0.43 0.55 0.85 0.229
H -3.761 -1.523 -0.716 0.05 0.12 -0.03 0.369
C 1.802 -1.327 -0.207 -0.23 -0.26 -0.58 -0.596
N -1.085 -0.161 0.537 0.35 0.07 0.16 0.071
O -3.205 -0.289 -2.201 0.16 0.00 0.15 -0.510
```
Forces are in eV/Å.

Formula: C7H13N
Source: the OMol25 dataset
Level of theory: ωB97M-V with the def2-TZVPD basis set

Properties
* lowest unoccupied orbital energy (alpha / beta): 0.142 / 0.139 Eh
* E_HOMO (alpha / beta): 0.61 / -3.18 eV
* expectation value of S²: 0.762
* energy: -8957.3639 eV
* net charge: -1
* multiplicity: 2

The geometry in XYZ format:
```
21
Properties=species:S:1:pos:R:3:forces:R:3:mulliken_spin:R:1
C 0.326 -0.901 0.792 0.11 -1.60 0.25 0.011
C -0.911 -0.515 0.037 -0.01 0.27 1.28 0.133
H 0.190 2.539 -1.040 -0.08 -0.25 -0.11 0.009
C -0.651 1.936 -0.679 -0.06 0.01 0.72 0.019
H -1.483 -1.386 -0.287 0.12 -0.14 -0.35 -0.031
H 2.965 -1.110 0.335 0.14 -0.02 0.06 0.043
H -2.698 2.079 -0.818 0.03 0.24 0.12 -0.029
H -0.605 1.962 0.422 0.18 0.11 -0.16 -0.011
H 3.016 -2.761 -0.453 -0.26 -0.24 0.22 0.024
H -1.907 3.548 -0.924 -0.26 -0.20 0.17 -0.007
H 1.551 -0.345 2.536 -0.10 -0.49 -0.29 0.033
H -1.307 0.357 -1.900 0.04 -0.09 -0.04 -0.088
H -1.539 0.012 0.781 -0.28 -0.03 -0.33 0.007
C 2.440 -2.031 0.108 0.45 0.13 0.05 0.264
C 0.615 -0.275 1.982 0.26 1.18 0.71 0.394
H 0.457 -2.860 -0.075 0.14 0.20 -0.48 0.032
N -1.886 2.567 -1.180 0.26 -0.03 -0.37 0.045
H 0.389 0.260 -1.550 0.13 -0.32 0.26 0.087
C -0.576 0.457 -1.086 -0.60 0.57 -1.01 -0.007
C 1.075 -2.007 0.234 -0.31 0.71 -0.16 0.103
H -0.100 0.392 2.482 0.10 -0.01 -0.54 -0.031
```
Forces are in eV/Å.

Formula: C7H13N
Source: the OMol25 dataset
Level of theory: ωB97M-V with the def2-TZVPD basis set

Properties
* lowest unoccupied orbital energy: 0.042 Eh
* E_HOMO: -8.69 eV
* energy: -8954.1627 eV
* structure (SMILES): C1C[C@H]2CC[C@H](C1)N2

The geometry in XYZ format:
```
21
Properties=species:S:1:pos:R:3:forces:R:3:mulliken_charge:R:1
H -2.848 -0.142 -0.783 -0.71 0.25 -2.30 0.473
C 0.206 0.857 0.136 -2.31 4.08 1.12 -0.283
H 0.929 -2.091 1.098 -1.62 1.54 -2.08 0.309
H -1.628 2.050 -0.880 1.30 -1.17 0.78 0.258
C 1.645 1.069 -0.218 0.30 0.11 1.05 -0.953
H 0.084 0.233 -0.632 -1.21 -1.14 -3.21 0.457
H 2.211 1.569 0.622 -0.18 -0.98 -0.64 0.308
H -1.331 -2.197 0.206 -0.29 0.39 -0.59 0.367
H 1.081 0.133 1.932 -2.20 -0.43 -2.10 0.375
H -2.807 -0.341 0.829 2.44 0.39 -1.21 0.252
C 0.480 -1.191 0.405 2.83 -1.03 1.16 -0.079
C -0.942 -1.308 -0.338 -0.36 -1.98 1.03 -0.772
H -0.742 -1.679 -1.379 -0.64 0.85 0.64 0.344
H -1.521 2.145 0.817 -0.47 -0.71 0.77 0.361
C -1.276 1.438 0.032 -0.47 -0.89 -1.27 -0.752
H 2.833 -0.804 -0.019 -1.82 -0.35 -0.19 0.333
H 1.790 1.742 -1.048 0.13 -0.38 -0.82 0.322
H 1.882 -0.765 -1.489 -0.39 -0.09 -0.28 0.355
N 0.249 -0.060 1.227 0.88 0.39 3.89 -0.391
C -2.076 -0.112 -0.089 1.98 0.64 3.51 -0.663
C 1.783 -0.549 -0.430 2.80 0.50 0.72 -0.622
```
Forces are in eV/Å.